Formula: C34H69F4N3O21P
Source: OMol25
Level of theory: wB97M-V/def2-TZVPD

Each line ends with the Mulliken charge.
Atoms and positions in Å:
C: -3.795 -0.056 2.984  -1.502
C: -3.756 1.397 2.495  -0.202
C: -2.455 2.082 2.955  -1.115
C: -1.885 3.135 1.993  0.554
C: -2.957 4.193 1.742  -1.863
N: -1.375 2.421 0.748  0.259
C: -2.109 2.761 -0.507  -1.014
C: -1.534 2.006 -1.721  -0.729
N: -0.663 0.919 -1.305  0.638
P: -0.083 -0.202 -2.513  0.349
C: -0.280 0.565 -4.168  -1.149
C: -1.243 -1.600 -2.424  -1.369
C: 0.435 1.291 -0.400  -2.832
C: 0.122 2.516 0.464  0.698
N: 0.504 3.743 -0.165  -0.223
C: 0.976 2.379 1.759  0.356
F: 0.392 1.517 2.633  -0.226
F: 1.080 3.607 2.368  -0.327
C: 2.447 1.910 1.588  -0.115
F: 2.514 0.568 1.433  -0.207
F: 3.046 2.521 0.546  -0.264
H: -3.019 -0.632 2.483  0.336
H: -4.764 -0.503 2.784  0.440
H: -3.626 -0.073 4.058  0.343
H: -3.878 1.411 1.411  0.083
H: -4.609 1.909 2.931  0.461
H: -2.645 2.579 3.903  0.972
H: -1.721 1.307 3.164  0.018
H: -1.090 3.635 2.533  0.333
H: -2.566 5.046 1.193  0.433
H: -3.230 4.561 2.728  0.453
H: -3.851 3.802 1.273  0.387
H: -1.570 1.428 0.895  0.684
H: -3.151 2.497 -0.375  0.544
H: -2.047 3.825 -0.693  0.394
H: -2.366 1.577 -2.272  0.650
H: -1.045 2.717 -2.394  0.274
H: -0.102 1.636 -4.155  0.336
H: 0.508 0.120 -4.773  0.239
H: -1.227 0.325 -4.650  0.497
H: -0.734 -2.455 -2.858  0.439
H: -1.394 -1.822 -1.371  0.387
H: -2.219 -1.442 -2.879  0.472
H: 0.544 0.459 0.292  0.373
H: 1.364 1.440 -0.944  0.621
H: 0.526 3.664 -1.169  0.412
H: -0.041 4.541 0.127  0.285
H: 2.962 2.189 2.510  0.434
C: -3.906 8.162 6.508  -0.654
O: -3.333 6.946 6.010  -0.330
C: -2.011 6.879 6.129  0.665
O: -1.295 7.722 6.591  -0.530
O: -1.610 5.702 5.638  -0.132
C: -0.198 5.499 5.697  -0.545
H: -4.976 8.080 6.349  0.221
H: -3.700 8.274 7.570  0.302
H: -3.517 9.019 5.962  0.301
H: 0.167 5.513 6.721  0.383
H: 0.321 6.255 5.110  0.334
H: -0.009 4.518 5.266  0.000
C: -2.024 -7.456 -1.715  -0.599
O: -0.981 -7.073 -0.813  -0.344
C: -0.787 -5.765 -0.722  0.811
O: -1.405 -4.909 -1.300  -0.559
O: 0.194 -5.537 0.148  -0.300
C: 0.503 -4.149 0.299  -0.504
H: -2.066 -8.540 -1.685  0.221
H: -2.978 -7.044 -1.394  0.289
H: -1.796 -7.126 -2.727  0.275
H: -0.373 -3.599 0.639  0.220
H: 0.862 -3.737 -0.643  0.251
H: 1.284 -4.076 1.051  0.242
C: 1.524 0.264 5.376  -0.896
O: 1.225 -0.528 6.521  -0.205
C: 0.113 -0.151 7.153  0.684
O: -0.608 0.753 6.816  -0.549
O: -0.058 -0.944 8.200  -0.304
C: -1.223 -0.656 8.983  -0.656
H: 2.435 -0.143 4.945  0.315
H: 0.720 0.197 4.648  0.392
H: 1.687 1.304 5.659  0.401
H: -2.124 -0.771 8.385  0.295
H: -1.170 0.352 9.390  0.309
H: -1.226 -1.378 9.793  0.219
C: 3.505 -4.742 -6.514  -0.787
O: 3.184 -3.564 -5.766  -0.144
C: 4.174 -2.684 -5.631  0.590
O: 5.278 -2.776 -6.086  -0.562
O: 3.704 -1.681 -4.887  -0.132
C: 4.624 -0.609 -4.670  -0.668
H: 2.598 -5.338 -6.539  0.232
H: 3.801 -4.482 -7.528  0.341
H: 4.300 -5.301 -6.025  0.320
H: 4.888 -0.134 -5.613  0.324
H: 5.521 -0.962 -4.166  0.338
H: 4.110 0.110 -4.039  0.132
C: -2.806 -5.627 -8.008  -0.650
O: -1.653 -5.397 -7.192  -0.328
C: -1.350 -4.115 -7.021  0.698
O: -1.950 -3.179 -7.477  -0.550
O: -0.264 -4.043 -6.252  -0.242
C: 0.183 -2.711 -5.997  -0.751
H: -2.930 -6.704 -8.059  0.227
H: -3.689 -5.177 -7.558  0.299
H: -2.653 -5.228 -9.008  0.300
H: -0.593 -2.142 -5.484  0.307
H: 0.458 -2.214 -6.927  0.449
H: 1.056 -2.789 -5.364  0.218
C: 2.228 -2.783 6.201  -0.397
O: 2.799 -4.087 6.084  -0.338
C: 2.515 -4.716 4.947  0.760
O: 1.843 -4.277 4.050  -0.554
O: 3.094 -5.909 4.973  -0.338
C: 2.868 -6.704 3.805  -0.620
H: 2.541 -2.399 7.166  0.278
H: 2.598 -2.132 5.410  0.089
H: 1.141 -2.833 6.163  0.279
H: 3.267 -6.210 2.922  0.282
H: 1.805 -6.899 3.673  0.297
H: 3.394 -7.639 3.969  0.216
C: 1.119 2.303 -7.616  -0.324
O: 1.159 3.607 -7.027  -0.332
C: 2.016 3.731 -6.021  0.876
O: 2.720 2.861 -5.580  -0.544
O: 1.961 4.985 -5.579  -0.340
C: 2.859 5.273 -4.507  -0.493
H: 0.384 2.354 -8.413  0.238
H: 2.090 2.038 -8.028  0.296
H: 0.811 1.560 -6.882  -0.007
H: 3.890 5.120 -4.817  0.303
H: 2.638 4.650 -3.641  0.138
H: 2.705 6.318 -4.255  0.228

Force components x, y, z for each atom (eV/Å):
-0.058 0.516 -0.189
0.119 -0.328 0.434
-0.289 -0.225 -0.277
-1.283 0.042 1.105
0.531 0.093 0.006
0.009 0.120 0.136
-0.050 -0.067 -0.698
0.146 -0.113 0.257
-0.488 0.427 -0.206
1.231 -0.636 0.503
-0.376 -0.371 0.074
-0.269 0.471 -0.032
-0.602 -0.171 -0.159
0.885 0.093 -0.281
-0.425 -0.386 -0.005
0.009 0.519 -0.109
0.176 0.178 -0.133
-0.164 -0.559 -0.034
0.043 0.160 0.312
0.002 0.210 -0.115
-0.166 -0.221 0.081
0.059 -0.226 0.072
-0.042 -0.145 -0.047
0.079 -0.156 0.114
-0.034 0.049 -0.137
-0.128 0.230 -0.212
0.119 0.073 0.122
0.145 0.047 -0.008
0.473 -0.115 -0.486
-0.116 0.076 -0.180
-0.079 0.075 0.083
-0.122 0.007 -0.124
0.099 -0.085 0.058
-0.052 -0.038 0.262
-0.046 0.120 0.251
-0.063 -0.036 -0.132
0.064 0.107 -0.042
0.004 0.149 0.009
0.125 0.002 -0.048
-0.178 0.226 0.008
-0.132 -0.184 -0.169
0.066 -0.087 0.106
-0.060 -0.064 -0.176
0.334 -0.172 -0.133
0.258 0.116 0.154
-0.015 0.125 -0.100
0.223 0.214 0.121
0.104 -0.049 0.000
-0.166 0.110 0.037
-0.063 -0.020 -0.038
-0.130 -0.054 -0.023
0.125 0.118 0.062
0.033 -0.184 -0.098
0.230 -0.112 -0.133
0.009 -0.085 -0.035
0.074 0.021 -0.006
0.070 0.002 0.036
-0.063 0.098 0.036
0.008 0.069 0.081
-0.128 -0.033 0.010
-0.104 -0.143 -0.096
0.051 -0.041 -0.027
-0.015 -0.003 0.283
-0.156 0.097 -0.278
0.127 0.037 0.006
0.188 0.135 0.152
0.069 -0.005 0.060
0.014 0.070 -0.022
-0.018 0.071 0.010
-0.039 0.000 -0.064
-0.070 0.027 -0.030
-0.010 -0.181 0.041
0.135 0.101 -0.175
-0.154 0.718 0.046
-0.068 0.015 0.064
-0.086 0.076 -0.061
0.049 -0.066 0.018
-0.142 -0.043 0.185
-0.006 -0.015 0.077
-0.049 0.032 0.023
-0.080 0.014 -0.003
0.013 0.060 -0.042
-0.009 0.035 -0.068
0.080 -0.041 -0.031
-0.033 -0.116 -0.079
-0.019 -0.203 -0.034
-0.157 0.012 0.147
0.144 0.004 -0.082
-0.074 0.123 0.033
0.072 0.189 0.073
-0.045 0.066 0.048
0.082 0.023 0.017
0.067 0.049 -0.021
0.062 -0.049 -0.030
0.027 -0.062 -0.076
-0.088 -0.045 -0.011
-0.113 -0.128 -0.079
-0.003 -0.072 0.000
0.043 -0.118 0.042
-0.091 0.147 -0.051
0.122 -0.010 0.058
-0.009 0.221 0.165
0.073 -0.015 0.051
0.014 0.072 -0.022
-0.013 0.073 0.016
-0.088 -0.002 -0.145
-0.086 0.029 -0.023
0.061 -0.143 0.031
0.110 -0.267 0.158
0.065 -0.086 -0.077
0.103 -0.038 0.283
-0.144 0.159 -0.266
0.045 -0.101 -0.037
0.029 -0.158 -0.069
0.025 -0.165 -0.046
-0.011 -0.236 -0.014
0.112 -0.128 -0.067
-0.054 0.045 -0.012
-0.019 0.068 -0.033
0.030 0.024 0.079
-0.065 -0.114 -0.150
-0.087 -0.001 -0.024
-0.024 0.063 -0.123
0.050 -0.160 0.151
-0.045 0.086 0.059
0.063 0.143 0.086
-0.018 0.086 0.015
0.034 -0.018 0.068
0.067 -0.001 0.024
0.004 -0.080 0.020
0.056 -0.071 -0.019
-0.055 0.014 -0.066

The LUMO energy comes out at -0.08227 Eh. Its total charge is +1. The HOMO-LUMO gap comes out at 8.67 eV. The value obtained for the highest occupied orbital energy is -10.91 eV. As for the spin multiplicity: 1. The calculation puts the total energy at -103997.8697 eV.

Formula: C28H21F3N2OP
Source: OMol25
Level of theory: wB97M-V/def2-TZVPD

Each line ends with the natural charge from an NBO analysis.
Atoms and positions in Å:
F: 4.452 2.511 2.105  -0.346
C: 4.187 1.325 2.737  0.983
F: 4.931 0.367 2.111  -0.341
F: 4.675 1.444 4.015  -0.351
C: 2.721 1.012 2.717  -0.279
C: 2.300 -0.314 2.583  -0.175
C: 0.957 -0.562 2.379  -0.300
C: 0.024 0.516 2.298  0.125
C: -1.302 0.291 1.871  -0.647
C: -2.278 1.270 1.974  0.302
N: -3.148 2.057 2.099  -0.518
C: 0.471 1.828 2.612  -0.298
C: 1.820 2.073 2.800  -0.179
H: 3.014 -1.133 2.621  0.214
H: 0.594 -1.586 2.249  0.198
H: -1.591 -0.727 1.615  0.214
H: -0.244 2.653 2.657  0.220
H: 2.177 3.085 2.986  0.213
C: 1.108 3.486 -2.064  -0.206
C: 1.215 2.595 -0.991  -0.199
C: 0.891 1.248 -1.167  -0.209
C: 0.421 0.797 -2.403  -0.370
P: -0.232 -0.889 -2.580  2.062
C: 1.127 -1.930 -2.008  -0.439
C: 0.968 -2.774 -0.908  -0.177
C: 2.043 -3.553 -0.461  -0.216
C: 3.271 -3.506 -1.129  -0.204
C: 3.421 -2.688 -2.255  -0.241
C: 2.350 -1.909 -2.703  -0.111
N: -1.370 -1.046 -1.336  -0.831
C: -2.311 -0.200 -1.131  0.210
C: -3.492 -0.485 -0.334  -0.048
C: -4.578 0.413 -0.349  -0.171
C: -5.638 0.227 0.530  -0.208
C: -5.641 -0.868 1.405  -0.190
C: -4.600 -1.807 1.368  -0.212
C: -3.553 -1.651 0.454  -0.189
O: -0.727 -1.214 -3.944  -1.083
C: 0.400 1.667 -3.501  -0.208
C: 0.733 3.013 -3.325  -0.235
H: 1.331 4.544 -1.914  0.208
H: 1.551 2.945 -0.016  0.231
H: 0.993 0.550 -0.336  0.242
H: 0.009 -2.807 -0.391  0.241
H: 1.909 -4.193 0.411  0.211
H: 4.109 -4.107 -0.775  0.209
H: 4.373 -2.654 -2.785  0.209
H: 2.462 -1.270 -3.580  0.212
H: -2.298 0.802 -1.601  0.167
H: -4.533 1.269 -1.024  0.216
H: -6.462 0.943 0.535  0.212
H: -6.462 -0.990 2.112  0.208
H: -4.605 -2.665 2.040  0.208
H: -2.744 -2.381 0.381  0.230
H: 0.111 1.285 -4.480  0.230
H: 0.692 3.694 -4.175  0.205

Force components x, y, z for each atom (eV/Å):
0.239 -0.585 0.484
-0.755 -0.135 -0.016
-0.087 0.587 0.501
0.290 0.047 -0.653
1.408 0.117 -0.007
-0.576 0.173 -0.188
0.147 0.098 0.044
-0.520 -0.009 -0.267
0.448 -0.599 0.203
-1.758 1.074 0.389
1.324 -0.943 -0.323
0.644 0.256 0.208
-0.741 -0.279 -0.157
-0.080 0.193 -0.108
0.100 0.324 0.008
-0.028 0.362 0.128
0.154 -0.316 -0.070
-0.033 -0.189 -0.086
-0.041 -0.364 -0.054
0.049 -0.031 -0.154
-0.062 0.233 0.064
0.135 0.203 -0.462
-0.049 0.462 0.372
0.121 -0.431 -0.005
0.428 -0.089 0.125
0.012 0.138 -0.286
-0.327 0.137 -0.011
-0.303 0.075 -0.009
-0.006 -0.161 0.395
-0.522 -0.157 -0.409
0.892 -0.061 -0.971
-0.830 -0.448 0.419
0.670 -0.303 0.294
-0.145 -0.337 -0.017
0.227 0.208 -0.292
0.038 0.087 -0.483
-0.353 0.500 0.316
0.157 0.175 0.377
-0.082 0.142 0.255
0.067 -0.018 0.120
-0.025 -0.286 -0.077
-0.113 -0.131 -0.216
-0.139 0.203 -0.054
0.282 0.064 -0.132
0.098 0.136 -0.199
-0.201 0.154 -0.086
-0.241 -0.018 0.148
-0.009 -0.135 0.232
-0.005 -0.222 0.109
-0.055 -0.141 0.315
0.245 -0.230 0.076
0.238 0.029 -0.148
-0.058 0.210 -0.177
-0.207 0.288 0.090
-0.064 0.085 0.255
0.004 -0.141 0.188

The LUMO energy comes out at 0.08355 Eh. Its total charge is -1. The HOMO-LUMO gap comes out at 5.49 eV. The value obtained for the highest occupied orbital energy is -3.22 eV. As for the spin multiplicity: 1. The calculation puts the total energy at -51848.8556 eV.

Formula: C16H34O8P
Source: OMol25
Level of theory: wB97M-V/def2-TZVPD

Each line ends with the natural charge from an NBO analysis.
Atoms and positions in Å:
C: -2.731 4.324 -1.671  -0.646
C: -2.845 4.594 -0.048  -0.415
C: -3.467 3.305 0.792  -0.423
C: -2.292 2.145 0.880  -0.540
C: -2.868 0.603 0.816  -0.639
P: -1.092 2.369 2.359  1.489
O: -1.886 2.924 3.810  -0.912
C: 0.410 3.475 1.866  -0.759
C: 1.292 2.576 0.599  0.155
C: 0.890 3.055 -1.011  -0.464
O: 2.303 3.408 -0.236  -0.471
H: -2.019 3.403 -1.935  0.203
H: -2.272 5.257 -2.249  0.248
H: -3.788 4.095 -2.174  0.231
H: -1.827 4.901 0.449  0.186
H: -3.570 5.522 0.087  0.240
H: -4.351 2.884 0.120  0.249
H: -3.838 3.614 1.870  0.243
H: -1.632 2.285 -0.100  0.293
H: -3.768 0.543 0.045  0.267
H: -3.118 0.132 1.859  0.239
H: -1.986 -0.056 0.354  0.229
H: -0.520 1.056 2.684  0.032
H: -1.422 3.729 4.205  0.532
H: 0.109 4.491 1.364  0.311
H: 1.207 3.571 2.717  0.291
H: 1.506 1.356 0.812  0.263
H: 1.585 3.139 -1.928  0.370
H: 0.716 1.889 -1.214  0.194
C: -2.217 -6.916 -0.410  -0.641
C: -2.372 -5.561 -1.081  -0.072
O: -2.618 -4.535 -0.112  -0.496
C: -1.534 -4.109 0.582  0.980
O: -0.388 -4.516 0.447  -0.632
O: -1.943 -3.175 1.475  -0.507
C: -0.909 -2.715 2.343  -0.257
H: -3.080 -7.130 0.228  0.215
H: -2.120 -7.708 -1.157  0.224
H: -1.333 -6.941 0.233  0.226
H: -3.241 -5.584 -1.746  0.196
H: -1.500 -5.312 -1.698  0.195
H: -0.040 -2.366 1.777  0.193
H: -0.624 -3.513 3.036  0.207
H: -1.300 -1.876 2.923  0.174
C: 5.115 0.510 0.334  -0.642
C: 4.004 0.772 -0.669  -0.069
O: 4.306 0.173 -1.936  -0.497
C: 4.110 -1.166 -2.013  0.983
O: 3.700 -1.887 -1.113  -0.646
O: 4.475 -1.576 -3.252  -0.491
C: 4.412 -2.989 -3.434  -0.260
H: 6.081 0.828 -0.069  0.226
H: 4.925 1.044 1.269  0.208
H: 5.201 -0.557 0.560  0.232
H: 3.919 1.851 -0.841  0.207
H: 3.032 0.428 -0.297  0.158
H: 3.428 -3.383 -3.163  0.197
H: 5.198 -3.474 -2.845  0.194
H: 4.589 -3.205 -4.491  0.203

Force components x, y, z for each atom (eV/Å):
0.346 -0.268 -0.486
-0.828 0.452 0.066
0.513 0.478 -0.701
-0.885 -0.237 -1.111
1.133 -0.527 -0.518
-0.449 1.220 0.746
2.431 0.063 -2.625
1.679 -0.948 -1.599
0.527 3.459 -1.692
1.255 -2.778 1.287
-3.307 -4.553 3.558
-1.504 1.955 0.670
-1.005 -1.974 1.484
2.242 0.533 1.368
-1.801 -0.558 -1.221
1.500 -1.998 -0.160
1.845 0.676 1.754
0.639 -0.675 -2.345
-1.016 -0.138 2.264
1.876 0.226 1.914
0.146 1.053 -2.048
-1.989 1.259 1.040
-0.613 1.239 -0.152
-0.744 -1.412 -0.769
0.538 -2.097 1.163
-1.769 -0.064 -1.353
-0.437 3.635 -0.825
-1.929 1.071 0.352
1.482 0.989 -0.001
0.158 0.001 0.300
0.140 -0.754 -0.458
0.827 0.881 0.702
0.527 -0.956 -0.441
-1.774 0.869 0.273
0.158 -0.265 -0.555
0.293 0.055 0.227
-0.002 0.017 -0.215
-0.051 0.125 0.060
-0.052 0.036 -0.201
0.047 0.292 0.311
-0.071 0.045 0.301
-0.061 -0.269 0.044
0.118 0.167 -0.192
-0.256 -0.196 -0.152
0.095 -0.362 0.019
0.357 0.314 0.371
-0.422 -0.805 -0.200
0.122 -0.579 0.292
0.440 1.159 -1.274
-0.415 0.664 1.099
-0.005 -0.685 -0.172
-0.200 0.131 0.049
0.030 0.019 -0.093
-0.132 0.153 -0.006
0.086 -0.372 -0.278
0.161 -0.267 -0.160
0.241 0.110 0.104
-0.254 0.041 -0.001
0.017 0.350 0.184

The LUMO energy comes out at -0.14826 Eh. Its total charge is +1. The HOMO-LUMO gap comes out at 8.32 eV. The value obtained for the highest occupied orbital energy is -12.36 eV. As for the spin multiplicity: 1. The calculation puts the total energy at -42795.7433 eV.

Among the records above, which one has the lowest highest occupied orbital energy?
C16H34O8P

What is the HOMO-LUMO gap in the third record?
8.32 eV